Record 1
54
Properties=species:S:1:pos:R:3:forces:R:3 method="wB97M-V/def2-TZVPD" gap_ev=7.02 total_charge=-1 homo_energy_ev=-4.612 e_above_lowest_ev=0.000 lumo_ev=2.410
Ga -0.3026 0.1775 -1.4023 -0.11 0.22 0.27
S -0.6498 1.9806 0.0873 0.09 0.04 -0.22
S -2.6260 1.5105 0.3816 -0.17 0.01 0.10
S -2.4651 -0.3884 1.1401 -0.50 0.01 -0.48
S -1.6638 -1.4425 -0.4537 -0.10 -0.02 -0.22
C -0.2840 0.9550 6.0194 -0.03 0.02 -0.05
C -0.4522 -0.2656 5.1021 0.02 0.01 0.01
C -1.8240 -0.1711 4.4319 0.05 -0.06 0.08
C -0.4081 -1.5490 5.9430 -0.03 -0.01 -0.03
C 0.6847 -0.2932 4.0789 0.09 -0.01 0.07
C 2.0179 -0.3067 4.5351 0.06 -0.01 -0.07
C 3.0934 -0.3068 3.6675 -0.08 0.00 0.04
C 2.8324 -0.2925 2.3004 -0.03 0.01 0.00
S 3.9298 -0.2414 0.9604 -0.12 0.00 -0.19
C 2.5382 -0.2332 -0.1265 0.52 -0.02 -0.04
N 1.3977 -0.2724 0.4539 0.05 -0.12 -0.01
C 1.5178 -0.2963 1.8263 0.07 -0.02 0.33
C 0.4463 -0.2994 2.7172 0.00 -0.01 0.14
C 2.6597 -0.1477 -1.5893 0.23 -0.08 0.10
C 3.8991 -0.2326 -2.2258 -0.01 0.00 0.04
C 3.9802 -0.1435 -3.6039 -0.11 0.01 0.01
C 2.8141 0.0399 -4.3405 -0.01 0.00 0.08
C 1.5874 0.1222 -3.6928 0.24 0.02 0.02
C 1.4805 0.0239 -2.3067 -0.40 0.05 -0.15
H -1.1135 1.0093 6.7294 0.02 -0.01 0.00
H -0.2796 1.8730 5.4278 0.00 -0.01 0.02
H 0.6458 0.9144 6.5882 0.01 0.00 0.00
H -2.5966 -0.1050 5.2019 0.00 -0.01 0.01
H -2.0367 -1.0479 3.8160 0.04 0.08 0.07
H -1.9033 0.7130 3.7962 0.01 -0.03 0.01
H -1.2271 -1.5568 6.6675 0.02 0.01 0.00
H 0.5320 -1.6404 6.4898 0.00 0.00 0.00
H -0.5119 -2.4253 5.2997 0.00 0.00 0.02
H 2.2185 -0.3143 5.5998 0.00 0.01 0.00
H 4.1091 -0.3087 4.0428 -0.02 0.00 0.01
H -0.5548 -0.2910 2.3013 0.25 0.04 0.15
H 4.8020 -0.3727 -1.6440 0.04 -0.01 0.05
H 4.9403 -0.2160 -4.1002 -0.01 0.01 0.01
H 2.8612 0.1212 -5.4200 0.00 -0.01 0.00
H 0.6996 0.2777 -4.2828 -0.19 -0.01 -0.11
Cl -4.2294 0.7149 -7.8938 0.02 0.00 0.06
C -3.3420 0.7757 -6.3835 -0.03 0.04 -0.03
C -3.0541 2.0138 -5.7998 -0.02 -0.01 -0.01
C -2.3683 2.0718 -4.6153 -0.03 -0.04 -0.03
C -1.9182 0.9021 -3.9371 -0.19 -0.08 -0.11
O -1.3354 1.0609 -2.8069 0.24 -0.15 0.04
C -2.1921 -0.3430 -4.5765 0.02 0.04 0.00
C -1.7112 -1.6353 -4.0987 0.03 -0.07 0.03
O -0.8806 -1.8458 -3.2403 0.03 0.15 0.00
C -2.9226 -0.3747 -5.7760 0.02 -0.07 0.02
H -3.3867 2.9212 -6.2881 0.01 0.00 0.01
H -2.1505 3.0208 -4.1433 -0.01 0.00 0.01
H -2.1561 -2.5033 -4.6309 0.00 0.06 -0.05
H -3.1415 -1.3366 -6.2267 0.02 0.01 -0.01

=====

Record 2
62
Properties=species:S:1:pos:R:3:forces:R:3 method="wB97M-V/def2-TZVPD" gap_ev="6.43 / 7.33" total_charge=-2 homo_energy_ev="-2.479 / -3.468" e_above_lowest_ev=2.083 lumo_ev="3.954 / 3.864" spin_multiplicity=2
K -0.8453 -0.3160 1.2749 -1.29 -0.82 -0.47
C -5.3724 -1.7370 2.9820 0.00 -0.03 -0.04
C -5.8984 -2.7364 2.1826 0.01 0.02 0.03
C -5.2072 -3.1281 1.0459 -0.03 -0.01 -0.03
C -4.0008 -2.5012 0.7523 -0.03 0.04 0.07
N -3.4996 -1.5368 1.5231 0.08 -0.03 0.05
C -4.1612 -1.1583 2.6113 -0.07 0.08 0.03
C -3.1925 -2.8549 -0.4533 0.05 0.03 -0.09
C -3.3157 -4.0820 -1.1011 -0.01 -0.04 0.03
C -2.5225 -4.3351 -2.2081 0.01 0.01 0.00
C -1.6279 -3.3672 -2.6326 -0.03 -0.02 0.02
C -1.5664 -2.1773 -1.9191 0.03 -0.05 0.03
N -2.3330 -1.9261 -0.8670 0.04 0.07 0.01
H -5.8823 -1.3967 3.8727 0.01 0.01 0.01
H -6.8433 -3.2053 2.4321 0.00 0.01 0.00
H -5.6132 -3.8892 0.3921 0.02 0.01 0.00
H -3.7144 -0.3543 3.1916 0.03 -0.01 -0.02
H -3.9930 -4.8398 -0.7301 0.00 0.02 0.01
H -2.5909 -5.2879 -2.7197 0.01 0.00 0.00
H -0.9751 -3.5325 -3.4791 0.01 0.00 0.00
H -0.8574 -1.3991 -2.1822 0.00 0.01 0.00
O 2.5016 -3.2986 0.6732 0.04 0.07 0.08
C 1.9758 -2.2292 0.3403 -0.25 -0.22 -0.27
O 0.8124 -1.8031 0.5918 0.95 -0.63 -0.04
C 2.8146 -1.2906 -0.5574 0.01 0.21 0.06
P 1.7486 0.0501 -1.2675 0.09 0.00 -0.28
C 2.7455 0.4790 -2.7799 -0.10 -0.09 -0.02
C 4.1408 0.4822 -2.8243 -0.02 -0.04 -0.06
C 4.8186 0.7923 -3.9936 0.02 -0.01 0.02
C 4.1133 1.1189 -5.1463 -0.02 0.01 0.01
C 2.7276 1.1320 -5.1174 0.00 -0.01 -0.02
C 2.0545 0.8094 -3.9442 -0.01 -0.04 0.08
C 2.2024 1.5051 -0.2566 0.14 0.21 -0.02
C 1.9512 1.5110 1.2321 0.16 0.25 0.10
C 2.6767 2.5890 1.9768 0.00 -0.06 0.01
C 3.2380 3.6400 1.3441 0.02 0.02 0.01
C 3.2449 3.6975 -0.0677 0.02 0.04 0.01
C 2.7593 2.6234 -0.8260 -0.03 -0.01 0.08
H 3.2384 -1.8704 -1.3787 -0.01 -0.02 -0.02
H 3.6544 -0.9022 0.0242 0.02 0.03 0.00
H 4.7007 0.2490 -1.9283 0.02 -0.02 0.05
H 5.9024 0.7869 -4.0065 0.00 0.00 0.01
H 4.6432 1.3632 -6.0595 0.00 0.00 0.00
H 2.1676 1.3896 -6.0088 0.00 0.00 0.01
H 0.9699 0.8163 -3.9199 0.01 0.01 0.00
H 2.1755 0.5291 1.6606 0.07 -0.01 -0.05
H 2.5686 2.5526 3.0537 0.00 0.00 0.00
H 3.6499 4.4603 1.9194 0.00 0.00 0.00
H 3.6522 4.5623 -0.5756 0.00 0.01 0.00
H 2.8808 2.6746 -1.9008 -0.03 0.03 0.06
O 0.0704 3.9132 0.7085 0.02 0.03 0.04
S -0.5260 2.6330 0.9416 0.35 0.40 -0.39
O -0.9516 1.9154 -0.2428 -0.05 0.17 0.00
O -1.5766 2.5974 1.9796 -0.12 -0.26 0.24
O 0.5582 1.6601 1.6450 0.03 0.23 0.00
F -1.4728 0.3253 3.4405 -0.08 0.47 0.63
Sb -1.4478 2.1627 4.1963 -0.09 -0.02 0.25
F -0.1058 3.5153 3.8420 0.06 -0.03 -0.16
F -3.3166 1.8201 3.7684 0.02 0.00 -0.10
F -2.3002 3.8111 4.7458 0.04 0.03 0.03
F -1.8916 1.6182 5.9793 -0.12 -0.07 0.02
F 0.2439 1.3700 4.7701 0.03 0.02 -0.01